(1)
Density functional theory data (ωB97M-V/def2-TZVPD) for a single C7H15P molecule in a non-equilibrium geometry.

```
23
Properties=species:S:1:pos:R:3:forces:R:3:nbo_charge:R:1
C -1.889 -0.416 1.600 -1.330 3.550 0.053 -0.39
C -1.869 0.543 0.670 0.866 0.524 -0.800 -0.19
C -1.334 0.258 -0.838 -3.287 2.270 1.645 -0.29
C -1.935 1.516 -1.612 0.204 0.983 -0.815 -0.61
C 0.137 0.025 -0.908 2.823 -2.067 -0.411 -0.67
P 0.996 -0.833 0.648 0.837 0.830 0.583 0.73
C 2.189 -2.187 0.098 0.681 2.783 -1.853 -0.92
C 2.285 0.545 1.097 -1.922 -2.468 2.124 -0.89
H -1.709 -1.398 1.358 0.449 -2.079 -0.085 0.20
H -2.227 -0.061 2.574 0.173 -0.771 0.057 0.20
H -2.137 1.637 0.972 0.614 -2.043 -0.745 0.20
H -1.921 -0.587 -1.219 0.409 -0.098 0.279 0.22
H -2.192 1.411 -2.718 0.707 -0.263 1.329 0.21
H -2.889 1.861 -1.150 0.527 -0.675 -0.180 0.21
H -1.298 2.449 -1.519 -0.270 -1.178 -0.108 0.20
H 0.769 0.936 -1.052 -0.723 -0.647 -0.307 0.23
H 0.370 -0.796 -1.694 -0.236 1.757 0.734 0.23
H 2.865 -2.356 0.941 -0.042 0.025 -0.288 0.24
H 1.582 -3.023 -0.083 -0.553 -1.416 -0.326 0.22
H 2.742 -1.871 -0.878 -0.636 -0.786 1.758 0.21
H 1.652 1.306 1.509 -0.070 0.844 0.001 0.22
H 2.964 0.218 1.914 -0.524 -0.065 -0.521 0.22
H 2.847 0.823 0.289 1.301 0.990 -2.126 0.20
```
Positions in Å, forces in eV/Å.

Computed properties:
gap between HOMO and LUMO: 0.328 Ha
LUMO energy: 0.040 hartree
energy: -16788.638 eV
energy relative to the best compared isomer or geometry (same formula, charge and spin): 23.17 kcal/mol
total charge: 0
multiplicity: 1
largest force on an atom: 4.32 eV/A
HOMO energy: -7.85 eV

---

(2)
Density functional theory data (ωB97M-V/def2-TZVPD) for a molecular structure, C64H60N2P2Pd in a non-equilibrium geometry.

```
129
Properties=species:S:1:pos:R:3:forces:R:3:mulliken_charge:R:1
C -5.693 0.217 -4.367 -0.247 0.058 -0.124 -1.07
N -4.586 -0.709 -4.300 0.272 -0.035 0.200 0.13
C -4.702 -1.866 -5.166 0.084 -0.149 -0.094 -1.00
C -3.475 -0.495 -3.544 -0.146 -0.071 0.040 1.48
C -2.398 -1.420 -3.602 0.234 0.101 0.167 -0.56
C -1.296 -1.258 -2.787 -0.580 -0.372 -0.010 -0.47
C -1.235 -0.221 -1.828 0.840 -0.333 1.304 1.41
C -0.079 -0.082 -0.910 0.084 1.616 -1.114 -0.53
C 1.174 -0.720 -1.270 0.195 -0.249 0.316 0.12
C 2.448 -0.311 -0.940 -0.919 -1.356 0.621 -1.53
C 2.853 0.687 0.015 0.491 0.831 0.341 0.14
C 3.830 0.340 0.991 -0.250 0.056 -0.841 -0.86
C 4.396 1.286 1.812 0.042 -0.012 0.283 -0.64
C 3.953 2.633 1.750 -0.604 -0.464 -0.019 0.57
N 4.495 3.594 2.541 0.266 0.092 0.233 0.15
C 4.144 4.981 2.343 -0.283 0.332 -0.237 -0.94
C 5.429 3.274 3.599 0.123 -0.180 0.009 -0.86
C 2.870 2.948 0.885 0.338 0.108 0.191 -0.07
C 2.385 2.019 -0.014 0.277 -0.559 0.207 -0.47
Pd -0.858 -1.276 0.708 0.261 -0.262 -1.488 0.91
P -1.715 -3.344 0.568 -0.214 -0.344 -0.090 -0.15
C -1.284 -4.389 1.987 -0.193 -0.556 0.309 1.24
C -2.277 -4.935 2.815 0.270 -0.076 -0.009 -0.48
C -1.930 -5.744 3.893 0.216 0.109 0.042 -0.85
C -0.587 -6.007 4.169 -0.122 0.072 -0.084 -0.75
C 0.411 -5.432 3.378 -0.156 0.081 -0.033 -0.65
C 0.069 -4.605 2.307 -0.309 -0.179 0.117 -0.40
C -3.510 -3.355 0.366 -0.708 -0.489 0.180 0.50
C -4.302 -4.521 0.439 -0.343 0.394 -0.088 0.08
C -5.691 -4.430 0.289 0.173 0.006 0.101 -0.90
C -6.289 -3.196 0.010 0.162 0.020 -0.140 -0.73
C -5.497 -2.057 -0.143 -0.111 -0.109 0.175 -1.10
C -4.125 -2.126 0.093 -0.012 -0.217 -0.019 -0.54
C -1.122 -4.191 -0.920 -0.094 -0.492 -0.537 1.41
C -2.008 -4.552 -1.952 0.266 -0.221 0.164 -0.56
C -1.548 -5.261 -3.060 0.218 0.235 -0.035 -0.68
C -0.190 -5.563 -3.186 -0.123 -0.009 0.114 -0.65
C 0.702 -5.160 -2.189 -0.064 0.204 -0.062 -0.85
C 0.250 -4.439 -1.082 -0.209 -0.289 -0.247 -0.23
P -0.939 -0.416 2.785 0.696 1.188 -0.153 1.95
C -1.619 1.238 2.569 -0.487 0.560 -0.021 1.06
C -2.976 1.542 2.756 0.364 0.239 -0.181 -0.85
C -3.466 2.781 2.330 0.182 0.112 -0.095 -0.73
C -2.615 3.720 1.740 -0.226 -0.210 0.082 -0.82
C -1.263 3.420 1.568 0.174 -0.144 0.200 -1.14
C -0.767 2.186 1.977 -0.469 0.081 -0.105 -0.62
C -1.979 -1.269 3.994 -0.194 -0.254 0.527 0.83
C -1.510 -1.578 5.283 -0.375 -0.059 -0.216 -0.77
C -2.321 -2.304 6.158 -0.041 0.005 -0.100 -0.80
C -3.603 -2.702 5.772 0.137 0.049 -0.070 -0.74
C -4.089 -2.360 4.509 0.109 0.093 0.028 -1.06
C -3.277 -1.654 3.622 0.114 -0.116 0.143 0.03
C 0.645 -0.107 3.609 0.504 0.145 0.613 0.32
C 0.991 1.122 4.208 0.161 -0.416 0.060 -0.31
C 2.231 1.270 4.831 -0.012 -0.149 -0.019 -0.54
C 3.120 0.196 4.898 -0.173 0.055 -0.100 -0.72
C 2.787 -1.017 4.292 0.045 0.070 0.094 -0.66
C 1.564 -1.168 3.642 0.066 0.465 0.096 -0.48
C -2.301 0.714 -1.788 -0.374 -0.190 0.072 -0.81
C -3.378 0.611 -2.650 0.427 -0.083 0.274 -0.99
H -5.778 0.809 -3.458 -0.092 -0.110 -0.120 0.31
H -5.607 0.896 -5.228 -0.020 -0.072 0.186 0.32
H -6.603 -0.385 -4.489 0.068 0.370 0.111 0.38
H -4.481 -2.800 -4.628 -0.096 0.232 -0.081 0.36
H -5.741 -1.899 -5.508 0.343 -0.169 -0.078 0.26
H -4.030 -1.805 -6.036 -0.200 -0.007 0.149 0.32
H -2.450 -2.273 -4.280 0.151 0.356 0.212 0.53
H -0.496 -1.992 -2.855 -0.198 0.184 -0.021 0.06
H -0.017 0.897 -0.435 0.088 -0.070 -0.080 -0.28
H 1.109 -1.651 -1.845 0.060 0.554 0.007 0.21
H 3.253 -0.966 -1.298 -0.299 0.163 0.100 0.43
H 4.119 -0.712 1.071 0.121 0.358 -0.041 0.38
H 5.178 0.986 2.520 -0.466 0.136 -0.303 0.23
H 3.107 5.189 2.642 0.149 0.056 -0.059 0.30
H 4.806 5.593 2.953 -0.090 0.039 -0.131 0.28
H 4.259 5.266 1.286 -0.081 0.002 0.265 0.39
H 6.292 2.713 3.209 -0.095 0.205 0.163 0.34
H 5.784 4.215 4.041 -0.063 -0.457 -0.111 0.29
H 4.960 2.661 4.390 0.130 0.177 -0.195 0.20
H 2.431 3.939 0.934 0.108 -0.078 -0.439 0.48
H 1.688 2.323 -0.791 0.048 0.015 0.326 0.69
H -3.329 -4.736 2.622 0.354 -0.031 0.104 0.45
H -2.718 -6.163 4.519 0.234 0.084 -0.116 0.44
H -0.324 -6.648 5.010 -0.011 0.152 -0.214 0.38
H 1.460 -5.628 3.599 -0.252 0.091 -0.038 0.43
H 0.858 -4.129 1.722 -0.227 -0.143 0.155 -0.03
H -3.849 -5.493 0.650 -0.095 0.347 -0.194 0.57
H -6.314 -5.322 0.401 0.264 0.320 -0.061 0.41
H -7.374 -3.123 -0.083 0.338 -0.056 -0.069 0.42
H -5.942 -1.101 -0.418 0.033 -0.210 0.199 0.48
H -3.525 -1.212 0.104 -0.095 -0.255 -0.219 0.36
H -3.061 -4.278 -1.888 0.268 -0.208 0.042 0.35
H -2.255 -5.571 -3.830 0.211 0.120 0.146 0.45
H 0.170 -6.092 -4.069 -0.078 0.070 0.312 0.39
H 1.761 -5.401 -2.280 -0.227 0.137 -0.020 0.44
H 0.965 -4.060 -0.353 -0.165 -0.213 -0.151 0.15
H -3.640 0.815 3.222 0.117 0.244 -0.108 0.41
H -4.523 3.013 2.451 0.206 -0.044 0.038 0.43
H -3.004 4.687 1.410 0.136 -0.326 0.110 0.42
H -0.581 4.136 1.112 -0.158 -0.065 0.045 0.67
H 0.292 1.960 1.833 -0.277 0.048 -0.084 0.05
H -0.524 -1.239 5.601 -0.223 -0.176 -0.104 0.41
H -1.947 -2.559 7.151 -0.108 0.079 -0.265 0.42
H -4.225 -3.282 6.454 0.159 0.184 -0.141 0.40
H -5.101 -2.643 4.213 0.306 0.056 0.064 0.44
H -3.658 -1.402 2.632 0.137 -0.127 0.187 0.29
H 0.310 1.973 4.182 0.136 -0.323 0.032 0.60
H 2.498 2.236 5.266 -0.086 -0.310 -0.089 0.42
H 4.076 0.313 5.411 -0.250 -0.059 -0.190 0.39
H 3.496 -1.844 4.318 -0.176 0.150 -0.001 0.41
H 1.318 -2.102 3.142 0.010 0.086 0.101 0.19
H -2.278 1.501 -1.026 0.046 -0.121 -0.361 0.43
H -4.162 1.363 -2.617 0.271 -0.153 0.056 0.27
C 0.196 7.039 -0.591 0.027 -0.055 -0.239 -1.44
C -0.366 5.743 -0.653 1.189 0.447 -0.187 -0.27
C 0.619 4.842 -1.150 0.027 0.473 -0.088 -0.83
C 1.791 5.597 -1.475 -0.931 0.497 0.355 0.03
C 1.519 6.994 -1.130 -0.612 -1.013 0.189 0.66
C 2.471 7.979 -1.400 0.795 -0.096 -0.280 -0.60
C 3.694 7.612 -1.981 -0.520 0.457 0.361 -0.48
C 3.967 6.264 -2.288 -0.274 -0.629 -0.013 -0.69
C 3.013 5.264 -2.063 0.628 0.409 -0.024 -0.09
H -0.266 7.957 -0.237 -0.155 -0.220 -0.059 0.40
H -1.386 5.492 -0.383 0.081 0.013 0.010 0.69
H 0.506 3.782 -1.342 -0.246 0.041 -0.057 0.61
H 2.241 9.022 -1.167 0.177 -0.194 -0.100 0.36
H 4.440 8.381 -2.214 -0.259 -0.290 0.126 0.34
H 4.937 6.001 -2.717 -0.260 0.055 0.015 0.36
H 3.189 4.225 -2.343 0.219 0.140 -0.010 0.32
```
Positions in Å, forces in eV/Å.

Computed properties:
gap between HOMO and LUMO: 0.080 Ha
LUMO energy: -0.080 hartree
energy: -92376.417 eV
total charge: 0
multiplicity: 1
largest force on an atom: 1.96 eV/A
HOMO energy: -4.34 eV

---

(3)
Density functional theory data (ωB97M-V/def2-TZVPD) for a molecular structure, C12H23AuNO6S in a non-equilibrium geometry.

```
44
Properties=species:S:1:pos:R:3:forces:R:3:lowdin_spin:R:1
Au 0.575 -1.391 -0.055 -0.614 0.799 0.124 0.45
O 2.412 -2.863 0.366 -0.472 0.079 -0.029 0.04
C 3.594 -2.111 0.632 0.444 0.213 0.229 0.01
C 3.253 -1.038 1.662 0.145 -0.839 -0.090 0.03
N 2.498 0.075 1.107 0.797 0.330 -0.622 0.35
C 3.038 0.763 0.020 0.221 0.382 0.674 0.12
C 2.653 0.288 -1.578 0.349 0.212 -0.279 0.10
O 3.334 0.869 -2.362 0.267 0.350 0.044 0.16
O 1.767 -0.564 -1.700 -0.982 -1.143 -0.119 0.09
C 1.641 0.747 2.038 -1.270 0.430 0.806 0.03
C 0.387 -0.026 2.606 1.112 0.916 0.242 0.02
O -0.027 0.301 3.688 0.063 0.224 0.117 0.02
O -0.177 -0.907 1.871 -0.598 -1.532 -0.947 0.12
H 2.577 -3.496 -0.344 0.021 -0.031 -0.013 0.00
H 4.359 -2.777 1.047 -0.119 0.154 -0.056 0.00
H 3.974 -1.666 -0.293 0.054 -0.068 0.080 0.00
H 2.644 -1.505 2.442 0.098 0.094 -0.002 0.00
H 4.178 -0.666 2.123 -0.128 0.042 -0.105 0.01
H 2.718 1.805 -0.007 -0.032 -0.151 0.057 0.01
H 4.128 0.682 -0.025 -0.159 -0.110 -0.035 0.02
H 2.207 1.043 2.933 0.063 -0.029 -0.248 0.02
H 1.232 1.646 1.567 0.114 -0.097 0.076 0.00
C -1.661 -1.757 -3.067 -0.105 0.047 -0.026 0.00
C -2.687 -0.706 -2.668 0.056 -0.178 -0.112 0.00
C -2.050 0.560 -2.136 0.092 -0.434 0.507 0.05
S -1.283 0.321 -0.468 -0.826 -0.119 -0.429 0.19
O -0.511 1.518 -0.194 0.887 0.816 0.250 0.09
C -2.714 0.249 0.711 0.339 -0.545 -0.206 0.03
C -2.812 1.508 1.549 0.157 0.313 -0.016 0.01
C -3.138 2.766 0.758 0.093 -0.037 0.089 0.00
H -2.163 -2.621 -3.492 0.024 -0.161 0.032 0.00
H -1.071 -2.087 -2.208 0.009 -0.094 -0.034 0.00
H -0.978 -1.370 -3.819 0.129 0.055 -0.052 0.00
H -3.378 -1.123 -1.934 -0.138 0.029 -0.004 0.00
H -3.282 -0.432 -3.543 -0.026 0.011 0.106 0.00
H -2.768 1.369 -1.997 0.068 0.082 0.198 0.01
H -1.237 0.903 -2.772 0.182 0.058 0.105 0.00
H -2.510 -0.619 1.336 -0.049 -0.048 -0.049 0.00
H -3.596 0.073 0.097 -0.043 -0.024 -0.104 0.00
H -1.882 1.647 2.101 -0.068 -0.066 0.077 0.00
H -3.597 1.327 2.292 0.121 -0.136 -0.056 0.00
H -2.322 3.016 0.084 -0.041 0.094 -0.079 0.00
H -3.267 3.602 1.441 -0.067 0.078 -0.008 0.00
H -4.055 2.645 0.189 -0.168 0.038 -0.095 0.00
```
Positions in Å, forces in eV/Å.

Computed properties:
gap between HOMO and LUMO (spin up / spin down): 0.332 / 0.225 Ha
LUMO energy (spin up / spin down): -0.130 / -0.244 hartree
energy: -41109.395 eV
total charge: +1
multiplicity: 3
largest force on an atom: 1.90 eV/A
HOMO energy (spin up / spin down): -12.58 / -12.77 eV

---

(4)
Density functional theory data (ωB97M-V/def2-TZVPD) for a molecular structure, H15O8 in a non-equilibrium geometry.

```
23
Properties=species:S:1:pos:R:3:forces:R:3:lowdin_spin:R:1
O 2.001 -1.134 -1.184 -3.977 0.624 0.248 0.10
H 0.965 -0.791 -1.653 3.145 -0.679 1.234 0.00
O 0.304 -1.806 1.780 -2.039 0.416 0.566 0.03
H -0.577 -1.545 1.405 0.908 -0.431 0.994 0.00
H 0.817 -1.680 1.007 1.549 0.004 -1.291 0.00
O 3.237 1.316 -0.497 -2.608 -3.335 0.144 0.00
H 2.540 0.478 -0.589 2.533 2.290 0.514 0.00
H 2.907 1.808 -1.238 0.014 0.939 -0.518 0.00
O -0.312 -0.331 -1.738 -2.234 1.144 2.542 0.36
H 2.784 -0.977 -1.672 0.956 0.136 -1.278 0.00
H -0.736 1.832 0.761 1.173 0.545 0.885 0.00
O -1.242 2.279 0.082 -1.074 -2.727 -1.116 0.00
H -4.114 0.134 -0.442 -0.234 0.247 -0.013 0.00
H -1.811 1.460 -0.114 -0.149 2.094 0.228 0.00
O -1.685 -1.620 -0.086 1.394 -0.178 -1.470 0.51
H -0.889 -0.907 -0.820 0.506 -0.190 -0.850 0.00
H -0.535 0.618 -1.363 0.891 -1.574 -1.010 0.00
O -3.373 0.195 0.165 0.680 -0.843 -0.513 0.02
H -2.821 -0.621 -0.049 -1.343 1.316 0.609 0.00
H -1.733 -2.468 -0.573 0.025 0.181 0.172 0.00
O 1.103 1.234 1.729 1.752 -0.141 -1.453 0.00
H 1.973 1.214 1.158 -2.316 -0.033 1.698 0.00
H 0.968 0.373 2.162 0.448 0.194 -0.320 0.00
```
Positions in Å, forces in eV/Å.

Computed properties:
gap between HOMO and LUMO (spin up / spin down): 0.398 / 0.178 Ha
LUMO energy (spin up / spin down): -0.011 / -0.230 hartree
energy: -16618.925 eV
energy relative to the best compared isomer or geometry (same formula, charge and spin): 58.09 kcal/mol
total charge: 0
multiplicity: 2
largest force on an atom: 4.24 eV/A
HOMO energy (spin up / spin down): -11.12 / -11.11 eV

---

(5)
Density functional theory data (ωB97M-V/def2-TZVPD) for 2 unconnected molecules or ions with the total composition C5H7FN2.

```
15
Properties=species:S:1:pos:R:3:forces:R:3:nbo_charge:R:1
N -2.055 -1.126 -0.357 0.250 -0.314 0.092 -0.81
C -2.428 0.154 -0.700 0.178 0.416 -0.176 -0.08
C -1.612 1.191 -0.854 -0.270 -0.038 0.000 0.11
F -0.278 1.097 -0.590 0.005 -0.213 0.032 -0.36
H -2.762 -1.680 0.098 0.132 0.045 0.035 0.38
H -1.141 -1.203 0.070 -0.170 -0.088 0.104 0.39
H -3.471 0.299 -0.936 -0.050 0.085 -0.016 0.20
H -1.898 2.167 -1.198 -0.096 0.107 -0.023 0.17
C 2.876 0.670 0.416 -0.042 -0.118 0.024 -0.27
C 2.178 -0.451 0.281 0.586 0.406 -0.655 -0.33
C 1.394 -0.976 1.326 -0.426 -0.232 0.439 0.26
N 0.717 -1.427 2.135 -0.216 -0.151 0.260 -0.32
H 3.454 1.080 -0.394 0.068 -0.025 -0.194 0.21
H 2.882 1.219 1.344 -0.041 0.036 0.143 0.21
H 2.144 -1.014 -0.643 0.091 0.085 -0.065 0.24
```
Positions in Å, forces in eV/Å.

Computed properties:
gap between HOMO and LUMO: 0.320 Ha
LUMO energy: 0.017 hartree
energy: -10994.313 eV
energy relative to the best compared isomer or geometry (same formula, charge and spin): 46.00 kcal/mol
total charge: 0
multiplicity: 1
largest force on an atom: 0.97 eV/A
HOMO energy: -8.22 eV